# 1
The following is a DFT calculation (ωB97M-V with the def2-TZVPD basis set) of 2 unconnected molecules or ions with the total composition C9H14 in a non-equilibrium geometry.

Structure (SMILES) = Cc1ccccc1.CC
E = -351.28992 a.u.
Net charge = 0
HOMO energy = -0.3204 Ha
Frontier orbital gap = 9.64 eV

Each line ends with the Mulliken charge.
Element x y z (Å)
1 C -0.13337 2.33341 -2.53429  -1.340
2 C -2.02122 -0.45128 -0.09075  -0.406
3 C -2.21506 0.88093 0.26770  -0.403
4 C -0.94732 -0.88264 -0.92390  -0.610
5 C -1.47332 1.87486 -0.40860  -0.447
6 C -0.18884 0.09401 -1.51492  -0.344
7 C -0.62323 1.43699 -1.39399  0.818
8 H -2.65488 -1.14959 0.42470  0.349
9 H -3.05583 1.15102 0.89564  0.347
10 H -0.85285 -1.94423 -1.09823  0.391
11 H -1.85977 2.90002 -0.35949  0.267
12 H 0.77081 0.02330 -2.02882  0.374
13 H 0.92363 2.62048 -2.32273  0.294
14 H -0.71826 3.30115 -2.54294  0.338
15 H -0.13244 1.75319 -3.44720  0.373
16 C 2.34584 -2.60670 3.07478  -0.800
17 C 3.57658 -1.87715 2.46882  -0.784
18 H 1.39782 -2.11611 2.83179  0.267
19 H 2.29495 -3.62476 2.69605  0.270
20 H 2.46097 -2.54973 4.17354  0.256
21 H 3.37503 -1.55063 1.45364  0.255
22 H 4.39258 -2.54426 2.64563  0.278
23 H 3.67849 -0.90829 2.97061  0.257



# 2
The following is a DFT calculation (ωB97M-V with the def2-TZVPD basis set) of 2 unconnected molecules or ions with the total composition C9H14 in a non-equilibrium geometry.

Structure (SMILES) = Cc1ccccc1.CC
E = -351.29668 a.u.
Net charge = 0
HOMO energy = -0.3288 Ha
Frontier orbital gap = 9.96 eV

Each line ends with the Mulliken charge.
Element x y z (Å)
1 C -1.92921 1.51006 2.83976  -1.327
2 C -0.90977 -0.72018 2.15075  -0.340
3 C -0.96472 0.66870 2.06013  0.680
4 C 0.17227 -1.45276 1.65135  -0.593
5 C 1.16122 -0.74777 1.00437  -0.383
6 C -0.07875 1.30477 1.18958  -0.457
7 C 1.00986 0.58310 0.65592  -0.442
8 H -1.82667 -1.16829 2.52133  0.322
9 H 0.21235 -2.50388 1.89549  0.386
10 H -2.53833 2.09477 2.14307  0.322
11 H -1.37573 2.24332 3.41974  0.311
12 H 2.12689 -1.22962 0.86644  0.371
13 H -0.05274 2.37394 1.01926  0.340
14 H 1.79297 1.12820 0.15617  0.457
15 H -2.61661 0.91992 3.44100  0.356
16 C 1.27954 -0.61850 -2.80635  -0.447
17 C 0.19396 -0.59942 -3.84494  -0.994
18 H 0.90095 -0.64312 -1.78674  -0.071
19 H 1.86751 -1.51283 -3.04084  0.291
20 H 1.98708 0.21029 -2.79995  0.323
21 H -0.84898 -0.38018 -3.58722  0.323
22 H -0.02135 -1.49892 -4.44765  0.305
23 H 0.45826 0.03840 -4.70067  0.267



# 3
The following is a DFT calculation (ωB97M-V with the def2-TZVPD basis set) of 2 unconnected molecules or ions with the total composition C9H14 in a non-equilibrium geometry.

Structure (SMILES) = Cc1ccccc1.CC
E = -351.25654 a.u.
Net charge = 0
HOMO energy = -0.3268 Ha
Frontier orbital gap = 9.89 eV

Each line ends with the Mulliken charge.
Element x y z (Å)
1 C 2.60756 0.03039 1.77261  -0.461
2 C 3.15192 0.20077 0.29668  -0.857
3 H 2.82379 -0.97459 2.19421  0.286
4 H 3.21959 0.56448 2.62204  0.282
5 H 1.59433 0.17032 1.77734  -0.107
6 H 4.25683 0.50504 0.19404  0.304
7 H 2.63082 0.95204 -0.23412  0.264
8 H 3.17221 -0.71175 -0.25537  0.276
9 C -1.45826 -1.15579 1.68579  -1.445
10 C -0.99440 0.92307 -2.04108  -0.414
11 C -1.17186 -0.41942 -2.04443  -0.533
12 C -0.54521 1.44200 -0.77467  -0.329
13 C -1.40698 -1.05668 -0.81363  -0.434
14 C -0.49120 0.76240 0.43674  -0.511
15 C -0.98327 -0.52192 0.40658  1.220
16 H -1.24048 1.71021 -2.80200  0.314
17 H -1.54863 -0.98430 -2.92338  0.318
18 H -0.49363 2.59620 -0.75866  0.241
19 H -1.52278 -2.19793 -0.83115  0.217
20 H -0.07008 1.18567 1.38774  0.386
21 H -1.42160 -2.27026 1.76537  0.347
22 H -2.61324 -1.01081 1.70351  0.292
23 H -1.03699 -0.76323 2.61283  0.343



# 4
The following is a DFT calculation (ωB97M-V with the def2-TZVPD basis set) of 2 unconnected molecules or ions with the total composition C9H14 in a non-equilibrium geometry.

Structure (SMILES) = Cc1ccccc1.CC
E = -351.30633 a.u.
Net charge = 0
HOMO energy = -0.3340 Ha
Frontier orbital gap = 10.14 eV

Each line ends with the Mulliken charge.
Element x y z (Å)
1 C 1.16887 2.40498 -0.76117  -1.429
2 C 1.02209 0.88923 1.23356  -0.465
3 C 1.23030 1.02173 -0.13416  0.917
4 C 1.31415 -0.34460 1.86571  -0.542
5 C 1.46442 -0.11324 -0.93656  -0.476
6 C 1.49610 -1.45854 1.08528  -0.481
7 C 1.59762 -1.32601 -0.28827  -0.403
8 H 0.78243 1.66462 1.94909  0.326
9 H 1.36728 -0.42256 2.94443  0.366
10 H 0.55462 2.35226 -1.66240  0.345
11 H 2.10193 2.94892 -0.80033  0.324
12 H 1.58275 0.00360 -2.00339  0.406
13 H 1.64905 -2.44031 1.51801  0.394
14 H 1.94333 -2.19380 -0.84412  0.351
15 H 0.48866 2.98219 -0.11569  0.363
16 C -2.67855 -0.10762 -0.75151  -0.758
17 C -2.24999 -1.43112 -0.02221  -0.712
18 H -2.85737 0.67119 -0.00850  0.262
19 H -1.80377 0.22224 -1.31404  0.134
20 H -3.56138 -0.22832 -1.36722  0.342
21 H -1.77218 -2.02667 -0.79092  0.224
22 H -3.20225 -1.81256 0.34732  0.354
23 H -1.63811 -1.25562 0.85711  0.160



# 5
The following is a DFT calculation (ωB97M-V with the def2-TZVPD basis set) of 2 unconnected molecules or ions with the total composition C9H14 in a non-equilibrium geometry.

Structure (SMILES) = Cc1ccccc1.CC
E = -351.29481 a.u.
Net charge = 0
HOMO energy = -0.3262 Ha
Frontier orbital gap = 9.87 eV

Each line ends with the Mulliken charge.
Element x y z (Å)
1 C 0.80259 1.33339 4.04189  -0.888
2 C 0.00709 1.44913 2.70676  -0.596
3 H 0.19723 1.41167 4.94788  0.276
4 H 1.10178 0.27891 4.14868  0.264
5 H 1.72145 1.90896 4.04157  0.274
6 H 0.48906 2.21929 2.09957  0.234
7 H -1.04975 1.56446 2.90794  0.351
8 H 0.24147 0.56911 2.09657  0.087
9 C 0.05872 -2.88400 -0.91631  -1.376
10 C -1.45072 0.57522 -1.46590  -0.400
11 C -1.33466 -0.80707 -1.40797  -0.466
12 C -0.27598 1.36048 -1.40433  -0.377
13 C -0.09687 -1.36461 -1.10768  0.954
14 C 0.94772 0.78425 -1.13029  -0.543
15 C 1.05731 -0.57884 -1.16036  -0.509
16 H -2.42322 1.04288 -1.45494  0.371
17 H -2.20493 -1.46259 -1.42732  0.291
18 H -0.45243 2.41410 -1.60769  0.343
19 H 1.78341 1.47705 -1.14995  0.362
20 H 0.91828 -3.28340 -1.45191  0.332
21 H -0.85534 -3.43226 -1.05960  0.360
22 H 1.98916 -1.05723 -0.89493  0.334
23 H 0.40145 -2.85677 0.12579  0.323



# 6
The following is a DFT calculation (ωB97M-V with the def2-TZVPD basis set) of 2 unconnected molecules or ions with the total composition C9H14 in a non-equilibrium geometry.

Structure (SMILES) = Cc1ccccc1.CC
E = -351.30706 a.u.
Net charge = 0
HOMO energy = -0.3330 Ha
Frontier orbital gap = 10.09 eV

Each line ends with the Mulliken charge.
Element x y z (Å)
1 C 0.80257 3.47728 -0.70660  -1.423
2 C -1.52796 -0.07151 -1.09333  -0.542
3 C -1.74666 0.97011 -1.98051  -0.493
4 C -0.57634 0.00866 -0.08367  0.091
5 C -0.97159 2.13253 -1.86792  -0.541
6 C 0.14984 1.17421 0.05677  -0.483
7 C -0.05602 2.22633 -0.84016  0.793
8 H -2.19653 -0.91838 -1.20236  0.367
9 H -2.46836 0.84599 -2.77828  0.365
10 H -0.61557 -0.72247 0.71581  0.150
11 H -1.25971 2.91936 -2.54875  0.295
12 H 0.84142 1.32112 0.87122  0.388
13 H 0.69062 3.95233 0.24056  0.357
14 H 0.54230 4.18723 -1.48514  0.359
15 H 1.84093 3.21285 -0.91651  0.303
16 C 0.10537 -3.16766 2.01864  -0.890
17 C 1.51341 -2.89845 1.39676  -0.700
18 H -0.41255 -2.25138 2.27793  0.255
19 H -0.43933 -3.71042 1.23984  0.230
20 H 0.21063 -3.89913 2.80886  0.365
21 H 1.82565 -3.75306 0.79410  0.263
22 H 1.56219 -1.97438 0.83570  0.239
23 H 2.18568 -3.06116 2.24706  0.252



# 7
The following is a DFT calculation (ωB97M-V with the def2-TZVPD basis set) of 2 unconnected molecules or ions with the total composition C9H14 in a non-equilibrium geometry.

Structure (SMILES) = Cc1ccccc1.CC
E = -351.30880 a.u.
Net charge = 0
HOMO energy = -0.3314 Ha
Frontier orbital gap = 10.05 eV

Each line ends with the Mulliken charge.
Element x y z (Å)
1 C 0.10663 2.48897 -2.14762  -0.657
2 C 0.83660 1.71330 -3.25995  -0.923
3 H 0.17949 3.57051 -2.23201  0.343
4 H -0.90397 2.11445 -1.99455  0.251
5 H 0.56680 2.29056 -1.17246  0.103
6 H 0.19034 1.01824 -3.80023  0.307
7 H 1.79385 1.32836 -2.93084  0.237
8 H 0.98971 2.40951 -4.09437  0.348
9 C 2.10371 -0.11480 0.50317  -1.396
10 C -0.20595 -0.76415 -0.23066  -0.049
11 C 0.67777 -0.50858 0.78275  0.655
12 C -1.53249 -1.14548 0.01873  -0.847
13 C 0.28092 -0.74965 2.11438  -0.398
14 C -1.96014 -1.15070 1.31893  -0.233
15 C -1.06418 -1.00046 2.39415  -0.505
16 H 0.05796 -0.52596 -1.25643  0.338
17 H -2.20989 -1.24996 -0.81689  0.365
18 H 2.38536 -0.46529 -0.49229  0.325
19 H 2.82689 -0.41760 1.24897  0.404
20 H 0.92221 -0.67169 2.97643  0.364
21 H -2.98789 -1.34779 1.60699  0.335
22 H -1.37186 -1.07179 3.42517  0.372
23 H 2.17708 0.96915 0.35734  0.262



# 8
The following is a DFT calculation (ωB97M-V with the def2-TZVPD basis set) of 2 unconnected molecules or ions with the total composition C9H14 in a non-equilibrium geometry.

Structure (SMILES) = Cc1ccccc1.CC
E = -351.29476 a.u.
Net charge = 0
HOMO energy = -0.3319 Ha
Frontier orbital gap = 10.01 eV

Each line ends with the Mulliken charge.
Element x y z (Å)
1 C -2.43313 -1.76715 -0.87640  -0.674
2 C -3.04079 -0.40333 -0.53542  -0.799
3 H -2.67509 -2.18293 -1.84971  0.338
4 H -1.35429 -1.67908 -0.81665  0.134
5 H -2.80964 -2.42122 -0.12456  0.230
6 H -3.58894 -0.23770 0.39508  0.329
7 H -3.70667 -0.09391 -1.34101  0.284
8 H -2.31794 0.40916 -0.43416  0.160
9 C 1.46917 2.59850 -0.53785  -1.359
10 C 0.59901 0.90606 1.09315  -0.277
11 C 1.43850 1.20056 0.01868  0.596
12 C 0.64936 -0.31142 1.75227  -0.481
13 C 1.47663 -1.34048 1.30746  -0.496
14 C 2.22989 0.14350 -0.41043  -0.198
15 C 2.25332 -1.11781 0.18335  -0.544
16 H -0.16683 1.60295 1.42103  0.289
17 H 0.01995 -0.44436 2.61732  0.369
18 H 1.17515 2.72619 -1.57852  0.322
19 H 2.54926 2.76550 -0.70956  0.351
20 H 1.58915 -2.12775 2.03158  0.389
21 H 2.76812 0.28729 -1.34352  0.337
22 H 2.77028 -1.81636 -0.45895  0.332
23 H 1.10555 3.30379 0.19683  0.368



# 9
The following is a DFT calculation (ωB97M-V with the def2-TZVPD basis set) of 2 unconnected molecules or ions with the total composition C9H14 in a non-equilibrium geometry.

Structure (SMILES) = Cc1ccccc1.CC
E = -351.31201 a.u.
Net charge = 0
HOMO energy = -0.3348 Ha
Frontier orbital gap = 10.16 eV

Each line ends with the Mulliken charge.
Element x y z (Å)
1 C -2.16762 0.41195 -1.49836  -0.352
2 C -2.92371 -0.92539 -1.55877  -0.946
3 H -1.13647 0.35852 -1.16758  -0.200
4 H -2.17732 0.92558 -2.46495  0.386
5 H -2.64409 1.13063 -0.81918  0.264
6 H -3.85750 -0.88233 -0.99165  0.251
7 H -3.15760 -1.18095 -2.58608  0.283
8 H -2.36396 -1.67087 -1.00418  0.320
9 C 1.88195 1.82512 -0.81320  -1.518
10 C 0.14367 -1.28498 1.58916  -0.484
11 C -0.35001 0.00777 1.65556  -0.415
12 C 1.22941 -1.56908 0.77778  -0.509
13 C 0.28875 1.04345 0.97088  -0.445
14 C 1.80957 -0.55379 0.01361  -0.326
15 C 1.31823 0.74458 0.07619  0.859
16 H -0.25773 -2.09837 2.17794  0.396
17 H -1.05447 0.29215 2.42511  0.363
18 H 1.74284 -2.51959 0.79207  0.382
19 H -0.24005 1.98817 0.92901  0.276
20 H 2.50037 -0.79433 -0.78372  0.355
21 H 2.96152 1.77384 -0.89913  0.395
22 H 1.54362 2.80776 -0.49601  0.366
23 H 1.47204 1.69741 -1.81592  0.301



# 10
The following is a DFT calculation (ωB97M-V with the def2-TZVPD basis set) of 2 unconnected molecules or ions with the total composition C9H14 in a non-equilibrium geometry.

Structure (SMILES) = Cc1ccccc1.CC
E = -351.27906 a.u.
Net charge = 0
HOMO energy = -0.3263 Ha
Frontier orbital gap = 9.86 eV

Each line ends with the Mulliken charge.
Element x y z (Å)
1 C -1.49018 -0.04993 -0.70630  -1.287
2 C -0.60361 -0.99438 2.83561  -0.403
3 C -1.20934 -1.04854 1.54051  -0.496
4 C 0.39743 -0.05441 3.11171  -0.530
5 C -0.83021 -0.08336 0.63580  0.986
6 C 0.54453 1.03693 2.20560  -0.206
7 C -0.02847 1.03327 0.96285  -0.555
8 H -0.70239 -1.81983 3.52445  0.347
9 H -1.62412 -2.00278 1.36892  0.340
10 H 0.96637 0.09119 4.03411  0.326
11 H 1.18525 1.85500 2.59210  0.299
12 H -1.01184 -1.00710 -1.24778  0.203
13 H -1.21196 0.64660 -1.51201  0.304
14 H 0.02490 1.81832 0.21232  0.345
15 H -2.57137 -0.19621 -0.70184  0.320
16 C 1.60620 0.81677 -4.08641  -0.779
17 C 1.11742 -0.62987 -3.89790  -0.730
18 H 1.52044 1.38610 -5.02913  0.309
19 H 1.00125 1.41772 -3.35254  0.154
20 H 2.65803 0.96563 -3.85322  0.278
21 H 1.57986 -1.43173 -4.50180  0.334
22 H 1.33120 -0.89956 -2.86020  0.191
23 H 0.07778 -0.73096 -4.20007  0.250